Entry 1:
Density functional theory data (ωB97M-V/def2-TZVPD) for C42H102F6N5O22S2Sr as an isolated structure in a non-equilibrium geometry.

```
180
Properties=species:S:1:pos:R:3:lowdin_charge:R:1
Sr -3.3379 0.0356 -0.8704 1.539
C -0.5619 2.5122 0.5880 -0.671
F -1.7104 2.8345 0.0355 0.161
F 0.4481 2.7451 -0.2353 0.152
F -0.3721 3.2045 1.6984 0.147
S -0.5143 0.6832 1.0869 0.655
O 0.8420 0.4655 1.5003 -0.287
O -1.5478 0.4015 2.0373 -0.251
N -0.9176 -0.1171 -0.3889 -0.435
S 0.3420 -0.7170 -1.1342 0.554
O -0.0945 -1.2915 -2.3892 -0.313
O 1.5002 0.1237 -1.2046 -0.277
C 0.8650 -2.2748 -0.1817 -0.643
F 1.4623 -3.0936 -1.0357 0.135
F 1.6876 -2.0057 0.8258 0.119
F -0.2041 -2.8955 0.3329 0.117
C -5.7521 4.0764 -0.8204 0.003
C -6.2682 4.8665 0.2362 -0.373
C -5.9471 4.4806 1.6640 -0.362
O -6.3785 5.1563 2.6084 0.030
C -5.2409 3.2815 1.9138 0.006
C -4.7215 2.5068 0.8826 -0.341
C -4.9776 2.9438 -0.5832 -0.374
O -4.4547 2.2105 -1.4757 -0.226
O -3.9656 1.4909 1.0316 -0.254
O -6.9540 5.8652 -0.0035 0.038
H -6.0427 4.3276 -1.8319 0.107
H -5.1635 2.9004 2.9239 0.111
C 3.4829 -1.1253 3.7709 -0.151
O 3.3752 -1.9835 4.8787 -0.105
H 2.6120 -1.1153 3.1124 0.060
H 3.6547 -0.0751 4.0292 0.072
H 4.3112 -1.3781 3.0969 0.077
H 4.2355 -2.3134 5.1394 0.094
C 3.9928 1.1790 1.1946 -0.135
O 5.2436 0.8406 1.8022 -0.130
H 3.2688 0.4427 1.5335 0.041
H 3.7157 2.1621 1.5835 0.074
H 3.9962 1.1552 0.1024 0.077
H 5.8711 1.5527 1.6586 0.073
C 3.3574 -0.0798 -4.2285 -0.067
C 3.3621 0.3350 -5.6875 -0.323
O 4.4047 -0.3350 -6.3848 -0.078
H 2.3589 0.0881 -3.8274 0.062
H 4.1841 0.2757 -3.6194 0.069
H 3.4544 -1.1727 -4.2597 0.062
H 3.4228 1.4263 -5.7712 0.109
H 2.3957 0.0380 -6.1129 0.107
H 4.5946 0.1483 -7.1929 0.076
C -1.4787 -2.2350 4.3591 -0.072
C -0.0619 -1.6895 4.4253 -0.321
O 0.6360 -2.4228 5.4256 -0.089
H -2.0351 -2.0813 5.2817 0.078
H -1.3567 -3.3039 4.1577 0.064
H -2.0541 -1.8260 3.5287 0.061
H -0.0787 -0.6213 4.6632 0.102
H 0.4205 -1.8667 3.4579 0.083
H 1.5847 -2.2215 5.3486 0.035
C 1.6256 2.2713 4.3978 -0.080
C 2.3770 3.0592 5.4715 -0.295
O 1.4310 3.4977 6.4494 -0.077
H 2.3140 1.7597 3.7174 0.047
H 1.1403 2.9908 3.7288 0.051
H 0.8352 1.6134 4.7477 0.074
H 2.7941 3.9440 4.9867 0.104
H 3.1612 2.4271 5.8901 0.103
H 1.3776 4.4546 6.4504 0.076
C 2.4356 5.3096 1.4241 -0.077
C 3.4195 5.1042 0.2999 -0.335
O 3.4272 6.2572 -0.5376 -0.075
H 2.5679 6.2789 1.9002 0.081
H 2.5191 4.4737 2.1203 0.058
H 1.4285 5.3103 1.0001 0.066
H 3.2472 4.1791 -0.2584 0.104
H 4.4322 4.9813 0.7127 0.103
H 3.6177 6.0126 -1.4456 0.077
C 4.7547 -2.2281 -0.1908 -0.073
C 5.5618 -1.2764 -1.0501 -0.303
O 6.3344 -2.0610 -1.9495 -0.089
H 4.0210 -1.6645 0.3873 0.052
H 5.4324 -2.7746 0.4626 0.083
H 4.1632 -2.8975 -0.8185 0.069
H 6.2008 -0.7064 -0.3694 0.107
H 4.8663 -0.6049 -1.5634 0.091
H 7.0654 -1.5558 -2.3157 0.087
C 2.0159 -4.8140 3.0164 -0.076
C 3.1640 -4.7360 2.0401 -0.310
O 3.9807 -5.9133 2.1023 -0.073
H 1.4400 -5.7335 2.9124 0.063
H 1.3398 -3.9594 2.9325 0.061
H 2.3647 -4.8116 4.0542 0.079
H 3.7756 -3.8399 2.1652 0.094
H 2.7402 -4.6843 1.0331 0.102
H 4.7133 -5.7051 2.6876 0.075
C -1.9321 -5.6953 1.7235 -0.096
C -1.6311 -6.4346 2.9942 -0.336
O -2.7685 -6.3616 3.8455 -0.073
H -1.2101 -5.7911 0.9106 0.072
H -2.1223 -4.6279 1.8367 0.065
H -2.8625 -6.1200 1.3301 0.076
H -0.7048 -6.1170 3.4863 0.092
H -1.4178 -7.4950 2.7862 0.110
H -2.4788 -6.4911 4.7520 0.082
C -4.5149 0.2153 5.7414 -0.089
C -3.7439 0.6143 4.4981 -0.330
O -4.4942 0.2452 3.3523 -0.104
H -5.3591 0.8617 5.9757 0.069
H -3.8736 0.1300 6.6229 0.068
H -4.9063 -0.7970 5.5940 0.071
H -2.7750 0.1093 4.4704 0.073
H -3.5767 1.6979 4.5097 0.099
H -4.1988 0.8021 2.5988 0.013
C -1.8346 1.5527 -5.5466 -0.045
C -1.6198 1.3450 -4.0683 -0.388
C -0.9397 2.5550 -3.4068 -0.166
O -1.3691 3.8176 -3.9162 -0.192
C -2.5894 4.3266 -3.4111 -0.084
N -2.8751 1.0084 -3.3263 -0.019
H -2.4470 2.4311 -5.7449 0.082
H -2.2305 0.6630 -6.0419 0.074
H -0.8824 1.7314 -6.0565 0.086
H -0.9392 0.5173 -3.8456 0.112
H 0.1305 2.5779 -3.6108 0.131
H -1.0740 2.5699 -2.3211 0.102
H -3.4348 3.7160 -3.7343 0.078
H -2.7266 5.3483 -3.7595 0.094
H -2.5649 4.3827 -2.3163 0.080
H -3.4453 0.4736 -3.9845 0.075
H -3.3997 1.8795 -3.2449 0.032
C -2.5155 -3.8717 -1.6732 -0.047
C -2.8576 -2.9340 -2.8080 -0.421
C -3.1297 -3.6484 -4.1217 -0.206
O -3.2605 -2.6531 -5.1106 -0.196
C -3.5495 -3.1779 -6.3891 -0.099
N -4.0170 -2.0780 -2.4296 -0.028
H -1.6881 -4.5365 -1.9267 0.090
H -3.3551 -4.5229 -1.4020 0.090
H -2.2536 -3.3390 -0.7600 0.062
H -2.0204 -2.2500 -2.9698 0.110
H -4.0632 -4.2261 -4.0385 0.135
H -2.3091 -4.3418 -4.3402 0.129
H -3.5599 -2.3366 -7.0807 0.088
H -4.5240 -3.6729 -6.3765 0.090
H -2.7770 -3.8590 -6.7591 0.091
H -4.2046 -1.5892 -3.3063 0.064
H -4.7973 -2.7084 -2.2546 0.091
C 4.8118 -5.3273 -5.8997 -0.057
C 4.8343 -4.1595 -4.9091 -0.441
C 3.6191 -4.1101 -4.0174 -0.227
O 2.4566 -4.1441 -4.8112 -0.179
C 1.2933 -3.8617 -4.0704 -0.108
N 6.0618 -4.2860 -4.1055 0.040
H 4.7282 -6.2581 -5.3374 0.081
H 5.7829 -5.3141 -6.4002 0.068
H 4.0409 -5.2559 -6.6623 0.072
H 4.8805 -3.2051 -5.4551 0.130
H 3.6231 -3.2312 -3.3598 0.106
H 3.6745 -4.9956 -3.3600 0.136
H 1.3541 -2.8865 -3.5897 0.060
H 1.1214 -4.6458 -3.3156 0.089
H 0.4224 -3.9776 -4.7173 0.082
H 6.2033 -3.4561 -3.5256 0.036
H 6.8460 -4.2463 -4.7505 0.063
C -2.3388 4.8182 4.5494 -0.052
C -2.6686 6.0229 3.6789 -0.438
C -2.5398 5.6597 2.2102 -0.222
O -2.8889 6.7486 1.3817 -0.164
C -2.6341 6.4446 0.0419 -0.123
N -3.9941 6.5499 4.0120 0.058
H -3.0395 4.0220 4.2836 0.062
H -2.4537 5.0461 5.6080 0.077
H -1.3126 4.4730 4.4064 0.065
H -1.9213 6.8089 3.8520 0.133
H -3.1740 4.7876 1.9934 0.111
H -1.5045 5.3514 1.9857 0.108
H -1.5533 6.4244 -0.1637 0.085
H -3.0346 7.2295 -0.6011 0.091
H -3.0806 5.5013 -0.2912 0.067
H -4.6799 5.8249 3.7847 0.046
H -4.2176 7.2796 3.3405 0.068
```

Computed properties:
LUMO energy: 1.353 eV
maximum force: 2.76 eV Å⁻¹
net charge: -1
relative energy (zero: lowest compared OMol25 entry of this formula, charge and spin): 0.0 kJ/mol
calculated total energy: -136515.2383 eV

Entry 2:
Density functional theory data (ωB97M-V/def2-TZVPD) for C24H45BF4P2Yb as an isolated structure in a non-equilibrium geometry.

```
77
Properties=species:S:1:pos:R:3:lowdin_charge:R:1
Yb -0.4409 -0.5273 -1.5598 1.362
C -2.3892 1.7483 0.0495 -0.216
C -2.8203 0.8329 -0.9522 -0.256
C -2.5979 -0.3283 1.0258 -0.173
C -2.3431 1.0495 1.2778 -0.149
C -2.8808 -0.4756 -0.3569 -0.293
C -2.1477 3.1969 -0.1239 -0.040
H -1.8730 3.4631 -1.1535 0.072
H -1.3275 3.5420 0.5248 0.067
H -3.0342 3.7966 0.1407 0.101
C -2.2340 1.6972 2.5874 0.013
H -1.9308 2.7445 2.4982 0.083
H -1.5034 1.1830 3.2204 0.083
H -3.2043 1.6749 3.1033 0.116
C -2.6577 -1.4168 2.0102 0.004
H -3.6662 -1.4864 2.4427 0.113
H -1.9379 -1.2563 2.8177 0.084
H -2.4284 -2.3910 1.5684 0.079
C -3.1143 -1.7589 -1.0627 -0.059
H -4.1742 -1.9098 -1.3239 0.109
H -2.8224 -2.6138 -0.4376 0.079
H -2.5625 -1.8556 -2.0235 0.034
C -3.2775 1.2268 -2.2921 -0.022
H -4.2526 1.7481 -2.2648 0.122
H -3.4255 0.3633 -2.9548 0.074
H -2.5739 1.9290 -2.7687 0.077
C 1.5565 0.4715 -2.4911 -0.219
C 0.5228 1.3159 -2.7495 -0.221
C -0.0346 1.5378 -4.1306 -0.151
C -0.9698 0.4239 -4.6892 -0.157
C -1.0982 -0.8678 -3.8998 -0.198
C -0.0246 -1.6849 -3.6791 -0.189
C 1.3428 -1.3927 -4.2744 -0.150
C 2.2326 -0.3379 -3.5620 -0.154
H 0.7824 1.7455 -4.8520 0.132
H -0.6402 0.1896 -5.7165 0.130
H -0.5965 2.4918 -4.0917 0.119
H 2.6632 0.3462 -4.3202 0.134
H 2.0987 0.5160 -1.5299 0.079
H 0.1718 2.0311 -1.9843 0.093
H 3.1140 -0.8346 -3.1120 0.110
H 1.9068 -2.3366 -4.3126 0.106
H -0.1618 -2.7230 -3.3194 0.098
H 1.2425 -1.0885 -5.3287 0.126
H -1.9719 0.8655 -4.8033 0.106
H -2.1337 -1.2508 -3.8082 0.115
P 2.0103 2.4137 0.4502 0.773
C 1.6307 3.1984 2.0599 -0.270
H 2.4326 3.9053 2.3112 0.049
H 1.5582 2.4030 2.8146 0.035
H 0.6658 3.7180 1.9813 0.024
C 3.6143 1.5993 0.8172 -0.278
H 4.3056 2.3515 1.2203 0.050
H 4.0222 1.1541 -0.1002 0.029
H 3.4109 0.8155 1.5616 0.029
C 2.5830 3.8240 -0.5521 -0.311
H 2.9830 3.4479 -1.5032 0.031
H 3.3529 4.3651 0.0077 0.041
H 1.7218 4.4725 -0.7618 0.034
P 1.1870 -2.9989 -0.4958 0.797
C 0.0843 -4.3439 -1.0853 -0.292
H 0.6842 -5.2084 -1.3944 0.055
H -0.5503 -4.0188 -1.9207 0.003
H -0.5733 -4.6260 -0.2516 0.048
C 2.7213 -3.2699 -1.4660 -0.278
H 2.5484 -3.1221 -2.5388 0.011
H 3.1045 -4.2813 -1.2803 0.053
H 3.4655 -2.5321 -1.1314 0.051
C 1.7389 -3.7960 1.0533 -0.267
H 2.2417 -4.7503 0.8422 0.061
H 0.8598 -3.9500 1.6909 0.052
H 2.4093 -3.1113 1.5845 0.051
F 0.5099 -0.4011 1.2349 -0.020
B 0.8707 -0.5535 2.6426 -1.211
F 1.2022 -1.8852 2.9098 0.106
F 1.9620 0.2945 2.9286 0.082
F -0.2109 -0.1984 3.4822 0.084
```

Computed properties:
LUMO energy (spin up / spin down): -4.085 / -4.663 eV
maximum force: 5.67 eV Å⁻¹
net charge: +1
multiplicity: 2
calculated total energy: -87270.0915 eV

Entry 3:
Density functional theory data (ωB97M-V/def2-TZVPD) for a 12-piece molecular cluster, C36H96O12 overall in a non-equilibrium geometry.

```
144
Properties=species:S:1:pos:R:3:lowdin_charge:R:1
C -2.0788 2.8257 -6.1017 -0.066
C -2.7275 1.4683 -5.9182 -0.499
C -2.9842 1.1380 -4.4709 -0.070
O -4.0107 1.4298 -6.6014 -0.067
H -2.0394 3.1226 -7.1668 0.076
H -1.0452 2.8200 -5.6553 0.083
H -2.6780 3.6591 -5.6110 0.097
H -2.0868 0.6776 -6.3633 0.122
H -2.0555 1.2434 -3.8588 0.068
H -3.2893 0.1140 -4.3511 0.068
H -3.6499 1.8621 -3.9340 0.100
H -3.7591 1.6379 -7.5211 0.086
C -1.6931 -3.1088 4.3130 -0.065
C -1.5898 -2.6801 5.8102 -0.438
C -0.1945 -2.0457 6.0847 -0.055
O -2.5562 -1.6675 6.1107 -0.055
H -1.4733 -2.3196 3.5656 0.069
H -2.7183 -3.4225 4.0930 0.069
H -1.0579 -3.9705 4.0454 0.079
H -1.7874 -3.5442 6.4195 0.123
H -0.0027 -1.8535 7.1717 0.091
H -0.0416 -1.0967 5.5650 0.073
H 0.5941 -2.6412 5.6511 0.053
H -2.1493 -1.2768 6.8773 0.063
C 3.4743 -3.2098 -1.6657 -0.038
C 4.6804 -2.3523 -1.3777 -0.518
C 4.5232 -0.8481 -1.4881 -0.057
O 4.9918 -2.6278 -0.0548 -0.056
H 3.1033 -3.1457 -2.6819 0.059
H 2.7210 -2.9677 -0.9435 0.060
H 3.6990 -4.2925 -1.5833 0.094
H 5.4590 -2.5922 -2.0951 0.130
H 5.3584 -0.2862 -1.0233 0.094
H 3.6262 -0.5088 -0.9579 0.066
H 4.3506 -0.4470 -2.5061 0.082
H 5.2789 -1.7900 0.3380 0.087
C -0.1690 2.8422 2.2453 -0.029
C -1.6456 2.4009 2.1676 -0.443
C -2.5892 3.3549 2.9103 -0.038
O -1.9779 2.3498 0.7645 -0.089
H 0.0132 2.8165 3.3099 0.063
H -0.0960 3.8732 1.8372 0.101
H 0.5058 2.1673 1.7415 0.061
H -1.7192 1.4552 2.7181 0.116
H -2.5648 4.3286 2.4806 0.061
H -2.2577 3.4844 3.9400 0.087
H -3.6566 3.1620 2.8142 0.069
H -2.8040 1.8517 0.7255 0.055
C 0.5492 -2.9458 -4.6617 -0.057
C 1.3206 -2.0901 -5.6435 -0.499
C 0.5082 -0.8473 -5.9695 -0.063
O 2.5527 -1.6834 -5.0516 -0.058
H 0.2491 -2.3651 -3.7714 0.066
H 1.1042 -3.7666 -4.2225 0.070
H -0.3947 -3.3433 -5.1226 0.103
H 1.5595 -2.6440 -6.5829 0.145
H 0.3376 -0.4409 -4.9977 0.057
H -0.4421 -1.1246 -6.4365 0.078
H 1.0755 -0.1802 -6.6510 0.095
H 3.1741 -1.4502 -5.7364 0.082
C -3.4258 -3.7168 -0.4782 -0.065
C -2.0240 -4.2760 -0.5847 -0.452
C -1.1799 -3.8721 0.7102 -0.040
O -2.0669 -5.6921 -0.7663 -0.047
H -4.1483 -4.2779 -1.0179 0.070
H -3.5292 -2.6545 -0.7385 0.075
H -3.7157 -3.7984 0.5568 0.067
H -1.5671 -3.8257 -1.4871 0.117
H -1.5254 -4.2577 1.6820 0.066
H -1.1852 -2.8081 0.8344 0.026
H -0.1265 -4.2154 0.6175 0.082
H -2.7066 -5.9752 -0.0922 0.092
C 2.5752 0.8405 4.1698 -0.060
C 3.6604 1.8984 4.5015 -0.504
C 3.7439 2.1824 6.0197 -0.059
O 4.9041 1.5261 4.0096 -0.046
H 1.5762 1.3373 4.3122 0.071
H 2.5042 0.0288 4.8498 0.046
H 2.6138 0.4880 3.1070 0.081
H 3.4655 2.8799 3.9959 0.148
H 2.7901 2.3753 6.5435 0.083
H 4.4511 2.9938 6.1550 0.071
H 4.1983 1.2811 6.4962 0.085
H 5.3255 0.8201 4.4962 0.086
C 3.3316 2.5444 -1.9678 -0.065
C 2.5380 3.2755 -3.0024 -0.526
C 2.2079 2.3784 -4.1943 -0.045
O 1.3698 3.6741 -2.3920 -0.060
H 2.5959 1.7913 -1.5482 0.086
H 3.7635 3.1705 -1.1592 0.092
H 4.1788 2.0230 -2.4700 0.080
H 3.1622 4.1230 -3.3529 0.147
H 1.7431 1.4959 -3.8738 0.042
H 3.0486 2.0634 -4.7842 0.073
H 1.4982 2.7675 -4.9145 0.070
H 0.8658 2.8976 -2.0655 0.063
C -3.6085 -0.9860 2.3311 -0.046
C -4.7546 -0.1862 1.8359 -0.488
C -5.4720 0.5744 2.9029 -0.054
O -4.2674 0.7830 0.9005 -0.069
H -3.1098 -1.5240 1.4932 0.072
H -3.9410 -1.7382 3.0189 0.075
H -2.8868 -0.2820 2.7725 0.082
H -5.4757 -0.8324 1.3643 0.134
H -6.2678 1.1698 2.4853 0.076
H -4.8779 1.2965 3.4437 0.065
H -5.8690 -0.1594 3.6915 0.120
H -4.9667 1.3798 0.5805 0.119
C 4.3199 -3.9565 3.5278 -0.053
C 2.8136 -3.9567 3.2856 -0.483
C 2.3895 -2.7491 2.5153 -0.059
O 2.3070 -5.1289 2.5753 -0.061
H 4.8345 -3.6874 2.5928 0.071
H 4.6771 -4.9651 3.7658 0.084
H 4.5900 -3.2113 4.2960 0.086
H 2.3319 -4.0320 4.2804 0.129
H 1.3478 -2.7673 2.2768 0.055
H 2.9769 -2.6450 1.5918 0.071
H 2.7001 -1.9068 3.1510 0.069
H 2.9683 -5.2688 1.8908 0.078
C -2.0690 4.7141 -2.4716 -0.079
C -1.4573 5.4721 -1.3666 -0.488
C -1.3735 6.9919 -1.5276 -0.057
O -2.2408 5.1866 -0.1434 -0.093
H -3.1342 5.0646 -2.4978 0.098
H -2.0885 3.6498 -2.2456 0.062
H -1.6355 4.9694 -3.5022 0.107
H -0.4397 5.1191 -1.2055 0.117
H -2.2493 7.6085 -1.7020 0.071
H -0.5868 7.2502 -2.2581 0.082
H -0.9546 7.3748 -0.5725 0.081
H -1.9770 4.2582 0.0777 0.049
C 0.4344 -0.4053 0.1073 -0.051
C -0.0649 -0.0119 -1.2632 -0.491
C -1.2896 -0.7838 -1.6022 -0.042
O -0.2162 1.4014 -1.3324 -0.080
H 1.4047 0.0251 0.2606 0.063
H 0.5024 -1.4986 0.2171 0.063
H -0.2024 -0.1194 0.9526 0.081
H 0.7355 -0.2741 -1.9541 0.132
H -2.0636 -0.6586 -0.8068 0.090
H -1.0104 -1.8520 -1.7088 0.070
H -1.7081 -0.4124 -2.5378 0.058
H -0.8105 1.7149 -0.5760 0.090
```

Computed properties:
LUMO energy: 0.432 eV
maximum force: 2.72 eV Å⁻¹
relative energy (zero: lowest compared OMol25 entry of this formula, charge and spin): 289.1 kJ/mol
calculated total energy: -63456.9663 eV